DFT (ωB97M-V with the def2-TZVPD basis set) results for C30H51NP2Re as an isolated structure at a distorted geometry.

Cartesian coordinates (Å):
Re: 0.4609 -0.0003 1.1930
P: -0.1881 1.4275 -3.7487
P: -0.4054 -1.9229 -3.8773
N: -1.6882 0.2576 1.4695
C: -0.2500 -2.0041 0.5577
C: -0.6265 3.2324 3.3362
C: -2.4182 1.2898 0.9285
C: -0.9412 3.0295 -4.2249
C: 1.1663 -1.3126 4.7273
C: -0.3043 -1.9440 -0.9424
C: -2.5038 -0.4665 2.3118
C: 3.2132 0.0344 2.7864
C: 0.9343 0.3707 -0.7586
C: -1.8456 2.3084 0.0353
C: -0.2355 -0.9211 -5.4080
C: -0.0790 0.8742 4.1672
C: 1.7356 0.3330 2.7899
C: -2.0895 -1.5985 3.1552
C: 1.9704 2.6988 1.6514
C: -3.7939 0.0896 2.2716
C: 2.1416 -0.0671 -0.0858
C: 0.5432 -3.4158 -4.2849
C: 0.9422 -2.1647 1.3194
C: 2.2674 -2.5067 0.6629
C: 0.1225 -0.6047 -1.5796
C: 0.0861 1.9413 3.2755
C: 1.1788 1.6409 2.3600
C: -1.0563 0.8467 5.2905
C: -0.7598 0.5117 -5.2854
C: -3.7418 1.1911 1.4005
C: -2.1656 -2.3797 -3.8809
C: 2.7521 -1.4460 -0.3309
C: 1.5299 1.7149 -4.3537
C: 0.8645 -0.1312 3.8800
H: 0.9077 1.4128 -1.0847
H: -2.0186 2.9893 -4.0155
H: -1.7206 3.1121 3.2835
H: 2.1532 0.8369 -4.1434
H: 0.2682 -2.7820 -1.3829
H: -1.7916 1.9446 -1.0055
H: -4.5295 1.8754 1.1140
H: -2.3805 -3.0106 -3.0062
H: 3.6987 0.6325 3.5729
H: -2.6112 -2.5201 2.8549
H: 3.6876 0.2792 1.8346
H: 3.3900 -1.0250 2.9972
H: -0.8351 2.6163 0.3497
H: -1.0105 -1.7779 3.0989
H: 0.7577 -0.8326 -2.4717
H: 2.8865 0.7200 0.0601
H: 1.8577 -2.0000 4.2258
H: -0.0360 -4.0577 -4.9631
H: -1.3586 -2.1285 -1.2070
H: 1.5290 1.9089 -5.4355
H: -2.3391 -1.4054 4.2107
H: 2.5919 -1.7762 -1.3693
H: 1.4885 -3.1211 -4.7655
H: -1.1657 -2.3656 1.0256
H: 1.6380 -0.9975 5.6744
H: 1.9499 2.5791 -3.8236
H: 2.1244 3.5544 2.3262
H: 0.7698 -3.9629 -3.3590
H: -2.0952 0.9429 4.9410
H: -0.7796 -1.4650 -6.1994
H: -0.3165 3.8918 2.5173
H: -0.8681 1.6783 5.9817
H: 2.1970 -3.4777 0.1471
H: -4.6209 -0.3012 2.8522
H: -0.7952 -0.0745 -1.8982
H: 0.2579 -1.8750 4.9879
H: 1.4368 3.0633 0.7637
H: -0.9777 -0.0842 5.8635
H: 0.8362 -0.9386 -5.6636
H: -0.4222 1.1105 -6.1471
H: -0.7850 3.2292 -5.2945
H: -0.4890 3.8285 -3.6239
H: -0.4083 3.7513 4.2848
H: 2.9577 2.3328 1.3515
H: -2.4891 3.1993 0.0407
H: 0.8210 -2.5597 2.3329
H: 3.0167 -2.6463 1.4549
H: -2.3893 -2.9325 -4.8047
H: -2.7847 -1.4736 -3.8252
H: -1.8603 0.5327 -5.2642
H: 3.8399 -1.3376 -0.2030

Values from the calculation:
E_tot   -1988.74405 a.u.
LUMO level (spin up / spin down)   -6.226 / -7.952 eV
Net charge   +2
ΔE to the lowest compared entry with this formula, charge and spin   176.22 kJ/mol
Expectation value of S²   3.793
Multiplicity   4
HOMO-LUMO gap (spin up / spin down)   6.91 / 5.22 eV

Atomic partial charges in e from the Mulliken method, atoms 1 to 5: Re 1.10; P 1.31; P 1.30; N 0.15; C -1.84

***

DFT (ωB97M-V with the def2-TZVPD basis set) results for C30H52BrN3P2SZn as an isolated structure at a distorted geometry.

Cartesian coordinates (Å):
Br: 2.7305 2.5400 -1.2649
Zn: -1.1572 -0.0030 0.5840
S: -2.0479 -0.2806 2.7686
P: 4.7572 -0.4444 -0.2291
P: -0.7244 -2.1318 -0.4109
N: -6.5898 5.0286 -5.5490
N: -1.0047 -1.3637 4.9212
N: 0.2667 0.4285 4.1350
C: 0.7973 1.7004 -3.1368
C: -0.7733 -0.4503 3.9527
C: -3.8813 3.0198 -2.9610
C: -6.4779 5.4016 -4.2748
C: 0.0476 -1.9043 5.7887
C: 6.7533 1.5677 -0.9046
C: -6.0108 3.9158 -5.9994
C: 4.0912 -1.5601 2.1918
C: 3.4298 -0.7159 1.0930
C: -0.7656 -3.3677 0.9543
C: -0.0745 2.5396 -1.0546
C: -4.9301 3.5728 -3.8346
C: -0.5462 -2.6850 6.9454
C: 4.6460 -1.8523 -2.5536
C: 1.0087 2.4015 -1.9294
C: -2.4413 -1.8926 -1.1440
C: -1.6874 -4.5451 0.6438
C: -2.9679 2.0677 -3.3497
C: 0.1014 1.3245 5.3353
C: 3.8966 -0.7428 -1.8070
C: 0.1198 -2.4639 -3.0988
C: -0.5049 1.5977 -3.6316
C: -1.3592 2.3626 -1.5144
C: -5.6734 4.6883 -3.3724
C: -5.1896 3.1221 -5.1588
C: 1.3234 2.2168 5.4972
C: -3.5665 -1.8344 -0.0979
C: 5.4036 1.2852 -0.2156
C: 0.4693 -2.7906 -1.6319
C: -1.6031 1.9408 -2.8204
H: -0.8998 -2.7603 -3.3732
H: 6.8191 1.2617 -1.9578
H: 0.6664 -2.5466 5.1561
H: 3.0209 0.2354 1.4527
H: 3.3848 -2.2925 2.5821
H: 0.5403 0.9999 3.3160
H: 4.6511 1.9606 -0.6709
H: -7.0416 6.3054 -3.9961
H: 4.4442 -0.9695 3.0399
H: 0.8206 -2.9625 -3.7952
H: -2.3625 -0.8761 -1.5797
H: -0.7469 1.1257 -4.6211
H: -3.8422 3.5693 -2.0064
H: -1.2510 -2.0502 7.5023
H: 2.2260 1.5895 5.4499
H: -1.3725 -5.4173 1.2297
H: 2.8546 -1.0359 -1.6395
H: -1.7059 -4.8341 -0.4189
H: -2.2373 2.5641 -0.9075
H: 1.6306 1.2312 -3.6807
H: -2.7047 -4.2814 0.9625
H: -2.6666 -2.5719 -1.9806
H: -0.8197 1.9048 5.1834
H: -4.0055 -2.8193 0.1347
H: 0.6910 -1.0942 6.1501
H: 5.7115 -1.6076 -2.6467
H: 1.2897 2.7106 6.4813
H: -4.7614 2.1791 -5.5043
H: 6.9605 2.6487 -0.8843
H: 1.3886 2.9935 4.7120
H: -3.2501 1.5550 -4.2828
H: 7.5608 1.0666 -0.3567
H: 5.4386 1.6006 0.8386
H: 0.2687 -3.6726 1.1907
H: 4.2394 -1.9770 -3.5596
H: -6.1928 3.6013 -7.0316
H: 0.0607 2.8103 -0.0325
H: 4.5542 -2.8318 -2.0693
H: -1.1289 -2.8187 1.8357
H: 3.8699 0.1893 -2.3806
H: -1.0678 -3.5900 6.6120
H: -0.0539 0.6928 6.2190
H: -1.7253 -2.0299 4.6473
H: -4.3579 -1.1733 -0.4829
H: 0.6354 -3.8797 -1.5079
H: 2.6025 -1.2555 0.5892
H: -3.2412 -1.3731 0.8530
H: 0.2156 -1.3829 -3.2786
H: 4.9638 -2.1172 1.8131
H: 1.4511 -2.3347 -1.4251
H: -5.6566 5.0618 -2.3510
H: 0.2662 -2.9949 7.6044

Values from the calculation:
E_tot   -6772.19003 a.u.
LUMO level   -7.422 eV
Net charge   +2
ΔE to the lowest compared entry with this formula, charge and spin   122.11 kJ/mol
HOMO-LUMO gap   4.47 eV

Atomic partial charges in e from the Mulliken method, atoms 1 to 5: Br -0.12; Zn 0.25; S -0.32; P -0.13; P 1.07

***

DFT (ωB97M-V with the def2-TZVPD basis set) results for C30H52F3N11O4S2Tl as an isolated structure.

Cartesian coordinates (Å):
Tl: -0.9560 0.3648 0.3671
S: 1.8629 -2.0278 1.3184
S: 5.1516 -3.6560 3.1346
F: 1.5608 5.2115 1.1214
F: -0.2664 6.3248 1.4628
F: 0.0070 5.2372 -0.3827
O: -0.4802 3.9750 2.8445
O: 5.5213 -4.9920 2.7369
O: -0.7185 3.0200 0.8008
O: 6.2041 -2.8120 3.6377
N: -1.9930 0.4738 -2.4308
N: -0.2432 -4.4139 -0.6942
N: 2.5431 2.2358 -2.6917
N: 1.1037 -3.6977 -2.4986
N: -4.4844 3.5840 0.6889
N: -0.6092 -2.3358 -1.6224
N: -3.5383 1.5498 -0.0282
N: 2.7679 1.4051 -0.5416
N: 4.3001 -2.9115 1.9577
N: -4.2748 1.7447 2.1565
N: 0.6455 1.5377 -1.4445
C: 3.5967 3.2166 -2.5846
C: -3.9703 2.5455 3.3353
C: -1.1892 1.4905 -3.1197
C: 1.9205 1.7089 -1.5634
C: -3.4009 0.8487 -2.3408
C: 4.0850 0.8446 -0.7674
C: -3.6545 2.0121 -1.3978
C: 0.7970 -5.2524 -0.1097
C: 1.4380 -3.6707 5.6447
C: -0.4939 -1.4902 -2.7901
C: -3.5010 4.5774 0.2904
C: 2.2327 -2.7872 -2.5965
C: 0.2218 5.1810 0.9490
C: -5.6978 4.0813 1.2952
C: -4.0123 0.3318 2.3571
C: -1.3862 -4.1811 0.1702
C: -1.8382 -0.8248 -3.0839
C: 1.3438 -5.0358 -2.9854
C: -0.2908 2.3252 -2.2207
C: 0.0843 -3.4135 -1.5850
C: 2.3514 1.4801 0.8493
C: 3.7779 -4.2692 5.5821
C: 3.8188 -3.7455 4.3064
C: 3.0435 -2.7167 2.3015
C: 1.5020 -3.1513 4.3570
C: 2.7127 -3.1971 3.6887
C: 2.5613 -4.2271 6.2527
C: -0.4044 3.9135 1.6242
C: 2.2287 1.7790 -4.0202
C: -4.0425 2.2723 0.9011
H: -6.2398 3.2617 1.7623
H: 4.6647 -4.6921 6.0370
H: 1.5078 -5.0032 -4.0675
H: -4.2863 -0.2226 1.4642
H: 0.6395 -6.3061 -0.3580
H: 4.8792 1.5472 -0.4901
H: -0.9028 2.8606 -1.4878
H: -1.6511 -5.1225 0.6527
H: -2.9563 0.1448 2.5784
H: -4.6602 2.4090 -1.5849
H: 1.4686 1.0055 -3.9713
H: 1.3989 1.9972 0.9093
H: 0.5012 -3.6330 6.1874
H: 3.7187 3.5128 -1.5456
H: 4.2076 0.5716 -1.8139
H: -0.1758 -2.0710 -3.6659
H: 0.2521 -0.7031 -2.6219
H: -4.0738 3.6044 3.1223
H: -3.4381 5.3695 1.0449
H: 2.2274 -5.5028 -2.5334
H: 0.6389 -2.7061 3.8787
H: -2.6185 -1.4899 -2.7151
H: -3.7514 5.0417 -0.6698
H: 2.4447 -2.5430 -3.6437
H: -3.9586 -0.0082 -1.9595
H: -2.5176 4.1154 0.2117
H: -1.8447 2.1802 -3.6717
H: 4.5545 2.8359 -2.9607
H: -6.3425 4.5317 0.5333
H: -4.6077 -0.0167 3.2035
H: -0.5779 0.9856 -3.8697
H: -2.9422 2.3747 3.6666
H: -4.6585 2.2811 4.1405
H: -5.5002 4.8480 2.0551
H: -1.1609 -3.4293 0.9341
H: 1.8650 2.5920 -4.6596
H: 2.2648 0.4869 1.2967
H: -2.2264 -3.8211 -0.4190
H: 3.1305 -3.2294 -2.1518
H: -2.9531 2.8216 -1.6226
H: 0.2034 3.0785 -2.8453
H: -1.9763 -0.7202 -4.1734
H: 2.4862 -4.6250 7.2572
H: 1.7813 -4.9476 -0.4525
H: 3.0954 2.0512 1.4130
H: 4.1982 -0.0546 -0.1569
H: 0.4770 -5.6643 -2.7908
H: -3.7969 1.0953 -3.3421
H: 3.3374 4.1089 -3.1649
H: 2.0225 -1.8726 -2.0499
H: 0.7945 -5.1445 0.9758
H: 3.1195 1.3522 -4.4976

Values from the calculation:
E_tot   -3346.16616 a.u.
LUMO level   2.195 eV
Net charge   -1
ΔE to the lowest compared entry with this formula, charge and spin   0.00 kJ/mol
HOMO-LUMO gap   7.39 eV

Atomic partial charges in e from the Mulliken method, atoms 1 to 5: Tl 1.31; S -0.06; S 1.20; F -0.30; F -0.29